# 1
Molecular formula: C16H18N4O3
Method: DFT, wB97M-V/def2-TZVPD

Calculated values
**Total energy**: -1065.16197 Eh
**Orbital gap**: 8.24 eV
**LUMO**: 0.6833 eV
**Energy above the lowest of the compared OMol25 structures with the same formula, charge and spin**: 94.5 kcal per mole
**SMILES**: COc1ccc(/C=N/NC(=O)c2cc(C3CC3)[nH]n2)cc1OC

Atoms and positions in Å:
C1 1.73354 5.85032 -4.47465
O1 2.37687 5.35459 -3.32273
C2 1.90364 4.27480 -2.64403
C3 2.66466 3.93632 -1.52542
C4 2.33930 2.87108 -0.71576
C5 1.21896 2.09782 -1.00806
C6 0.86567 0.97582 -0.16557
N1 -0.16527 0.27120 -0.43840
N2 -0.54728 -0.78785 0.30708
C7 -0.00559 -1.34670 1.43002
O2 0.99411 -0.95959 2.00478
C8 -0.79169 -2.51023 1.88443
C9 -0.52226 -3.32215 3.00196
C10 -1.52763 -4.26716 3.01115
C11 -1.80961 -5.38643 3.91124
C12 -1.49688 -5.25329 5.37988
C13 -0.66410 -6.14911 4.52658
N3 -2.31165 -3.98100 1.94272
N4 -1.88581 -2.92925 1.25383
C14 0.45011 2.42833 -2.12631
C15 0.76707 3.49542 -2.94771
O3 0.02072 3.83198 -4.05272
C16 -1.11115 3.05640 -4.35740
H1 1.71485 5.11112 -5.27797
H2 2.33115 6.70805 -4.78412
H3 0.71362 6.17583 -4.26056
H4 3.52776 4.54900 -1.31771
H5 2.95035 2.63676 0.14235
H6 1.51752 0.78508 0.68296
H7 -1.38600 -1.23759 -0.04358
H8 0.29568 -3.20612 3.68065
H9 -2.69399 -5.95298 3.64282
H10 -1.06809 -4.32141 5.71327
H11 -2.18301 -5.69832 6.08394
H12 0.33545 -5.83122 4.27508
H13 -0.77099 -7.21724 4.63709
H14 -3.14142 -4.47134 1.64600
H15 -0.40878 1.80998 -2.32380
H16 -1.85299 3.09142 -3.55337
H17 -1.53288 3.50303 -5.25716
H18 -0.84396 2.01466 -4.56081

***

# 2
Molecular formula: C17H23N2O5S
Method: DFT, wB97M-V/def2-TZVPD

Calculated values
**Total energy**: -1544.75833 Eh
**Orbital gap**: 7.31 eV
**LUMO**: -3.5451 eV
**Energy above the lowest of the compared OMol25 structures with the same formula, charge and spin**: 8.7 kcal per mole
**Charge**: +1

Atoms and positions in Å:
C1 1.24943 6.24601 -0.55921
C2 1.37459 4.94950 -1.31803
H1 1.99579 4.99077 -2.10716
H2 1.74446 4.09397 -0.60089
O1 0.19455 4.35193 -2.02133
C3 0.14234 3.13082 -2.23391
O2 1.08992 2.29646 -2.12886
C4 -1.43388 2.82346 -2.93865
N1 -1.45112 1.37840 -3.28335
H3 -2.28855 1.21797 -3.63426
H4 -0.81840 1.21525 -3.79720
H5 -1.23783 0.68134 -2.34643
C5 -2.42595 3.24398 -2.12231
H6 -2.31062 4.18405 -1.27490
H7 -3.46111 3.44105 -2.61043
S1 -2.97627 1.92066 -0.71564
C6 -1.45788 1.71834 0.20556
C7 -0.91245 0.31913 -0.04171
O3 -0.91423 0.02210 -1.26246
N2 -0.78176 -0.36803 1.15890
C8 -1.30282 0.18982 2.13812
O4 -1.14306 -0.20200 3.51079
C9 -1.99409 1.57929 1.85500
H8 -1.49947 2.41041 2.52228
H9 -3.26447 1.38117 1.84120
C10 -0.28350 -1.62630 1.04776
C11 0.89964 -1.98576 1.89125
C12 1.12789 -3.24164 2.10190
C13 0.94581 -4.28475 1.26948
C14 -0.09549 -3.88035 0.26804
C15 -0.81766 -2.68653 0.21159
H10 -1.50944 -2.53045 -0.61864
H11 -0.52591 -4.67880 -0.39388
O5 1.39556 -5.54832 1.06305
C16 2.35747 -5.96796 2.03984
C17 2.41718 -7.35183 1.91423
H12 2.83075 -7.58031 0.63206
H13 1.78888 -7.88636 2.13891
H14 3.31339 -7.77575 2.51862
H15 3.16717 -5.40757 2.10376
H16 2.05947 -5.66614 3.14308
H17 2.14162 -3.50078 3.05029
H18 1.16914 -1.31331 2.71225
H19 -0.76605 2.43166 0.00240
H20 -1.49454 3.39941 -3.74356
H21 0.52185 6.24578 0.11512
H22 2.26828 6.59807 -0.27360
H23 0.97136 7.02215 -1.42905

***

# 3
Molecular formula: C4H6NO
Method: DFT, wB97M-V/def2-TZVPD

Calculated values
**Total energy**: -285.52996 Eh
**Orbital gap**: 9.39 eV
**LUMO**: -6.8395 eV
**Energy above the lowest of the compared OMol25 structures with the same formula, charge and spin**: 120.6 kcal per mole
**Charge**: +1

Atoms and positions in Å:
C1 1.28212 0.70216 0.35214
C2 -1.08119 0.19244 1.02139
C3 1.23754 -0.71702 0.83196
C4 -0.33474 -0.72205 -1.09191
N1 0.11966 -0.15827 0.12678
O1 -0.81498 0.86271 1.90890
H1 1.01332 1.59611 0.83313
H2 1.90529 0.90280 -0.48478
H3 -2.01332 -0.31612 0.78585
H4 -1.24371 -1.34669 -0.96879
H5 -0.52624 0.16998 -1.67417
H6 0.45625 -1.16606 -1.64050

***

# 4
Molecular formula: C5H9FO
Method: DFT, wB97M-V/def2-TZVPD

Calculated values
**Total energy**: -370.78989 Eh
**Orbital gap (spin up / spin down)**: 9.55 / 7.53 eV
**LUMO (spin up / spin down)**: 1.1191 / 0.2568 eV
**Energy above the lowest of the compared OMol25 structures with the same formula, charge and spin**: 140.4 kcal per mole

Atoms and positions in Å:
C1 -1.27917 0.30796 -0.18896
C2 -0.20867 1.22218 0.14885
C3 -2.77888 0.38199 -0.06648
C4 2.10605 -1.26120 0.19342
C5 2.34717 -0.00438 -0.48849
O1 -0.51800 0.18615 1.04027
F1 3.13028 0.81248 0.18300
H1 -1.16645 -0.62311 -0.86364
H2 -0.31016 2.33791 0.36218
H3 -3.12436 1.09311 0.79286
H4 -3.01929 -0.62849 0.27901
H5 -3.44655 0.54189 -0.98332
H6 3.00180 -1.56840 0.86821
H7 2.08055 -2.16124 -0.60086
H8 1.21035 -1.10388 0.70984
H9 1.97533 0.46702 -1.38589